Below is a cluster of 2 separate species, C14H29ClN4O6P in total, with properties calculated with wB97M-V/def2-TZVPD.

Kohn-Sham gap ... 9.6473 eV
Max |F| ... 0.0115 Eh/bohr
M ... 415.83 g/mol
LUMO ... -0.120 Ha
E_HOMO ... -12.91 eV

```
! wB97M-V def2-TZVPD RIJCOSX def2/J DEFGRID3
* xyz 1 1
C -0.15 -3.02 2.14
C -1.57 -3.05 1.58
C -1.64 -2.36 0.21
Cl -2.30 -3.39 -1.07
N -2.40 -1.12 0.23
C -3.07 -0.45 1.16
N -3.59 0.67 0.71
C -3.24 0.71 -0.59
N -3.56 1.66 -1.46
C -3.12 1.55 -2.87
C -1.59 1.51 -3.08
C -0.75 2.34 -2.10
C 0.67 1.76 -1.98
C -0.71 3.82 -2.55
P -4.69 2.92 -1.05
O -6.06 2.50 -1.21
O -4.23 4.07 -2.03
O -4.26 3.42 0.39
N -2.51 -0.37 -0.90
H -0.14 -3.20 3.21
H 0.50 -3.73 1.63
H 0.30 -2.03 1.98
H -2.25 -2.60 2.30
H -1.90 -4.08 1.43
H -0.63 -2.10 -0.11
H -3.16 -0.81 2.17
H -3.54 2.39 -3.40
H -3.57 0.65 -3.29
H -1.23 0.48 -3.15
H -1.43 1.92 -4.08
H -1.18 2.33 -1.10
H 1.20 2.17 -1.12
H 1.24 1.98 -2.88
H 0.64 0.67 -1.89
H 0.17 4.01 -3.17
H -0.66 4.48 -1.69
H -1.60 4.08 -3.12
H -3.51 4.61 -1.69
H -3.35 3.22 0.65
H -2.12 -0.67 -1.78
C 6.60 -3.48 2.74
C 6.26 -2.84 1.42
O 4.87 -2.44 1.36
C 4.58 -1.30 1.98
O 5.34 -0.57 2.54
O 3.26 -1.09 1.86
C 2.80 0.08 2.53
H 5.93 -4.31 2.95
H 7.62 -3.85 2.72
H 6.52 -2.76 3.56
H 6.37 -3.54 0.60
H 6.89 -1.97 1.21
H 3.36 0.96 2.23
H 2.87 -0.04 3.61
H 1.75 0.20 2.25
*
```